1.
Here is C4H8N2 in the gas phase in a non-equilibrium geometry from OMol25. Energies are from the ωB97M-V functional and the def2-TZVPD basis.

Values from the calculation:
Relative energy (zero: lowest compared OMol25 entry of this formula, charge and spin): 396.1 kJ/mol
Kohn-Sham gap: 6.59 eV
HOMO level: -6.869 eV

Each line ends with the Löwdin charge.
Element x y z (Å)
C (-0.38718, 1.33778, 0.19698)  -0.26
C (-1.22658, -2.27959, -0.22187)  -0.14
C (-0.50540, -1.01970, 0.15632)  -0.29
C (1.99839, 1.56205, -0.08114)  0.08
N (-1.03305, 0.07381, -0.18100)  -0.05
N (0.99555, 1.04850, 0.55261)  -0.06
H (-0.47423, 2.04799, -0.62798)  0.11
H (-0.90337, 1.71664, 1.08305)  0.12
H (0.86441, -0.19752, 0.74237)  0.16
H (1.92861, 2.47249, -0.67159)  0.09
H (2.97578, 1.10972, -0.01630)  0.08
H (-0.57400, -2.94615, -0.78942)  0.05
H (-1.53049, -2.82388, 0.67540)  0.06
H (-2.12843, -2.10214, -0.81743)  0.06

2.
Here is 8 unconnected molecules or ions with the total composition C29H54O24 in a non-equilibrium geometry from OMol25. Energies are from the ωB97M-V functional and the def2-TZVPD basis.

Values from the calculation:
Relative energy (zero: lowest compared OMol25 entry of this formula, charge and spin): 416.9 kJ/mol
Kohn-Sham gap: 10.20 eV
HOMO level: -9.843 eV
SMILES: C[C@H]1COC(=O)O1.CCOC(=O)OC.CCOC(=O)OC.CCOC(=O)OC.CCOC(=O)OC.COC(=O)OC.COC(=O)OC.O=C1OCCO1

Each line ends with the Löwdin charge.
Element x y z (Å)
C (-4.32792, -18.90413, 3.92147)  -0.03
C (-5.04638, -19.03412, 5.21085)  -0.31
C (-6.43193, -18.42147, 5.12949)  -0.07
O (-7.18116, -19.42908, 5.76741)  0.06
C (-6.48577, -20.57212, 5.87258)  -0.54
O (-6.92192, -21.54305, 6.47931)  0.13
O (-5.29980, -20.41586, 5.31862)  0.10
H (-4.85483, -19.16424, 3.00343)  0.10
H (-3.58935, -19.68863, 3.75664)  0.08
H (-3.86365, -17.95224, 3.66366)  0.09
H (-4.41690, -18.69319, 6.03281)  0.14
H (-6.80970, -18.35430, 4.10925)  0.15
H (-6.42143, -17.42619, 5.57380)  0.13
C (-1.88638, -13.22060, 10.07081)  -0.03
C (-3.32636, -12.59014, 10.20411)  -0.21
O (-3.44661, -11.35446, 10.82716)  0.04
C (-3.36225, -11.21280, 12.12384)  -0.57
O (-3.20806, -12.13457, 12.91308)  0.12
O (-3.51698, -9.94357, 12.60098)  -0.01
C (-3.28730, -8.78555, 11.75495)  -0.04
H (-1.82727, -14.30358, 10.17924)  0.06
H (-1.15312, -12.63852, 10.62904)  0.08
H (-1.56354, -13.11722, 9.03486)  0.06
H (-3.95758, -13.34220, 10.67749)  0.11
H (-3.87619, -12.61271, 9.26322)  0.11
H (-4.16469, -8.49104, 11.17915)  0.09
H (-2.39420, -8.92181, 11.14512)  0.09
H (-3.00517, -7.96520, 12.41489)  0.09
C (0.35432, -16.51883, 8.98922)  -0.03
C (0.74390, -15.90713, 7.64144)  -0.25
O (-0.29444, -15.21489, 7.02801)  0.01
C (-0.30899, -15.00480, 5.70013)  -0.50
O (0.60842, -15.10807, 4.87344)  0.10
O (-1.59379, -14.59067, 5.43747)  -0.03
C (-1.94399, -14.12636, 4.16073)  -0.07
H (1.30952, -16.68606, 9.48695)  0.08
H (0.10194, -17.55198, 8.75043)  0.06
H (-0.39724, -15.91889, 9.50238)  0.07
H (1.15371, -16.64330, 6.94991)  0.11
H (1.56881, -15.24279, 7.89890)  0.12
H (-2.81100, -14.59722, 3.69739)  0.09
H (-1.15401, -14.02857, 3.41610)  0.10
H (-2.35723, -13.13857, 4.36470)  0.10
C (-2.22812, -21.27399, 7.35167)  -0.04
C (-1.41399, -20.11130, 6.85014)  -0.26
O (-1.40113, -19.91956, 5.48320)  0.03
C (-0.74380, -18.83644, 4.98407)  -0.47
O (-0.04908, -18.03366, 5.58735)  0.13
O (-1.13927, -18.73038, 3.65977)  -0.03
C (-0.71518, -17.61054, 2.90172)  -0.05
H (-1.83978, -22.27436, 7.16048)  0.08
H (-3.17151, -21.24644, 6.80637)  0.07
H (-2.30444, -21.17187, 8.43419)  0.09
H (-0.37068, -20.12274, 7.16556)  0.13
H (-1.88719, -19.22600, 7.27491)  0.11
H (-1.23284, -16.68927, 3.16890)  0.08
H (-0.79207, -17.72652, 1.82064)  0.10
H (0.35181, -17.45220, 3.05842)  0.10
C (-8.39763, -7.85212, 5.31843)  -0.05
C (-8.26552, -9.25646, 5.94527)  -0.27
O (-9.25764, -10.09185, 5.54544)  0.00
C (-9.54974, -11.31463, 6.08768)  -0.43
O (-8.73327, -11.89161, 6.83015)  0.10
O (-10.79988, -11.87065, 5.73847)  -0.04
C (-11.45405, -11.56622, 4.52489)  -0.06
H (-7.71614, -7.12617, 5.76190)  0.08
H (-9.38563, -7.39861, 5.39780)  0.08
H (-8.18837, -7.96313, 4.25449)  0.07
H (-8.43606, -9.07630, 7.00666)  0.12
H (-7.26442, -9.68562, 5.98677)  0.13
H (-10.82497, -11.93341, 3.71400)  0.10
H (-11.57993, -10.48366, 4.54267)  0.09
H (-12.44574, -12.01143, 4.60513)  0.10
C (-3.54362, -16.15617, 7.36133)  0.01
O (-4.31622, -15.76422, 6.17206)  -0.01
C (-5.22386, -14.80897, 6.26226)  -0.50
O (-5.38880, -13.99179, 7.20735)  0.08
O (-5.91408, -14.70673, 5.05399)  -0.05
C (-7.12672, -13.99202, 4.95146)  -0.06
H (-4.03967, -16.01754, 8.32196)  0.10
H (-2.70879, -15.47159, 7.51134)  0.07
H (-3.20107, -17.18646, 7.26506)  0.08
H (-7.64743, -14.16874, 4.01032)  0.10
H (-6.89476, -12.93105, 5.04431)  0.09
H (-7.81837, -14.37138, 5.70366)  0.08
C (-8.29135, -15.14556, 12.63411)  -0.02
O (-7.65416, -14.19727, 11.75549)  -0.01
C (-6.50748, -13.59525, 12.04597)  -0.54
O (-5.80157, -13.70642, 13.02770)  0.14
O (-6.19495, -12.73467, 11.02769)  -0.05
C (-6.90088, -12.58285, 9.88978)  -0.09
H (-8.60250, -16.05830, 12.12599)  0.07
H (-9.16636, -14.56084, 12.91795)  0.10
H (-7.77114, -15.55741, 13.49890)  0.10
H (-6.76800, -13.47529, 9.27822)  0.09
H (-6.34858, -11.83142, 9.32550)  0.10
H (-7.92391, -12.32182, 10.16067)  0.11
O (-9.36972, -16.42546, 5.92890)  0.12
C (-9.35299, -17.19596, 6.88839)  -0.49
O (-8.83522, -16.81572, 8.04812)  0.06
C (-8.60831, -17.91912, 8.87828)  -0.12
C (-9.54872, -18.90836, 8.31984)  -0.19
O (-9.56290, -18.57035, 6.99588)  0.05
H (-7.60074, -18.31012, 8.73681)  0.14
H (-8.92949, -17.53869, 9.84793)  0.14
H (-10.59233, -18.94358, 8.63248)  0.14
H (-9.22422, -19.92722, 8.53131)  0.14

3.
Here is a molecular structure, C31H36Br2Ge2N3OSY in a non-equilibrium geometry from OMol25. Energies are from the ωB97M-V functional and the def2-TZVPD basis.

Values from the calculation:
Total charge: +1
Expectation value of S²: 0.756
Kohn-Sham gap (spin up / spin down): 5.33 / 6.41 eV
HOMO level (spin up / spin down): -9.059 / -10.180 eV
2S+1: 2

Each line ends with the Löwdin charge.
Element x y z (Å)
Y (1.11877, -0.94681, -0.93267)  1.11
Br (3.41834, 5.52138, -3.06166)  0.83
C (2.87150, 3.82122, -2.47200)  -0.66
C (1.56018, 3.46049, -2.66392)  -0.09
C (1.05640, 2.32404, -2.09861)  -0.20
N (1.80945, 1.43329, -1.49678)  -0.01
C (3.12198, 1.74825, -1.30088)  -0.18
C (3.66110, 2.95701, -1.74773)  -0.02
C (3.94852, 0.71697, -0.66816)  -0.23
C (5.09715, 0.96112, 0.06506)  -0.04
C (5.62553, -0.09655, 0.79104)  -0.65
Br (7.20841, 0.23834, 1.78838)  0.82
C (5.07400, -1.35104, 0.81478)  -0.07
C (3.95243, -1.51920, -0.00048)  -0.09
N (3.42040, -0.49462, -0.71721)  -0.01
H (0.84131, 4.08430, -3.25623)  0.14
H (0.00391, 2.10324, -2.34911)  0.07
H (4.69534, 3.14277, -1.58113)  0.11
H (5.52585, 1.95182, 0.20195)  0.12
H (5.48067, -2.22573, 1.33703)  0.13
H (3.49662, -2.50226, -0.13456)  0.12
C (1.69355, -1.24463, 4.54749)  -0.21
C (1.27744, -1.85195, 3.24990)  -0.39
Ge (0.53269, -0.48125, 1.97985)  0.80
C (1.84049, 1.01766, 1.99905)  -0.39
C (1.72975, 1.98769, 3.21696)  -0.15
C (-1.16047, 0.11913, 2.65774)  -0.27
C (-2.04379, 0.55133, 1.76183)  -0.37
Ge (-1.46517, 0.28355, -0.17339)  0.89
C (-2.49284, 1.68004, -1.22706)  -0.39
C (-3.52591, 1.26233, -2.21269)  -0.18
C (-2.05996, -1.62624, -0.61207)  -0.39
C (-1.67610, -2.77412, 0.36767)  -0.19
C (-3.38509, 1.14775, 2.12835)  -0.24
C (-3.63212, 2.01385, 3.17038)  -0.05
C (-4.87890, 2.61819, 3.31273)  -0.08
C (-5.92753, 2.14429, 2.57653)  -0.10
C (-5.77158, 1.18650, 1.59060)  -0.08
C (-4.51727, 0.69396, 1.37068)  -0.06
H (2.04133, -2.02195, 5.24072)  0.07
H (0.88979, -0.70982, 5.08198)  0.07
H (2.58767, -0.57166, 4.44944)  0.08
H (0.49687, -2.58032, 3.33757)  0.04
H (2.18114, -2.36808, 2.84463)  0.06
H (1.68606, 1.60650, 1.09794)  0.01
H (2.91184, 0.64865, 1.84854)  0.06
H (0.83900, 2.59601, 3.11303)  0.06
H (2.58921, 2.62442, 3.38065)  0.06
H (1.63620, 1.36692, 4.11305)  0.04
H (-1.44471, 0.14916, 3.70358)  0.07
H (-1.77798, 2.40086, -1.66041)  0.03
H (-2.95694, 2.27355, -0.40397)  0.07
H (-3.07096, 0.70450, -2.99847)  0.05
H (-4.07205, 2.15536, -2.58722)  0.09
H (-4.31964, 0.59938, -1.82053)  0.07
H (-1.66861, -1.91477, -1.60304)  0.02
H (-3.17331, -1.57971, -0.72189)  0.06
H (-0.58791, -3.00256, 0.39758)  0.03
H (-2.34677, -3.61614, 0.22890)  0.07
H (-1.87782, -2.53005, 1.47045)  0.08
H (-2.87063, 2.33507, 3.90203)  0.12
H (-5.02200, 3.40330, 4.07491)  0.12
H (-6.83669, 2.58411, 2.76247)  0.08
H (-6.63644, 0.88424, 0.95552)  0.12
H (-4.37346, -0.05188, 0.51479)  0.11
O (1.03784, -2.89613, -1.98946)  -0.30
N (0.38997, -3.08476, -3.12022)  -0.20
C (0.05749, -4.35624, -3.42899)  -0.02
C (-0.51309, -4.63693, -4.59654)  -0.05
C (-0.90340, -3.61910, -5.46472)  -0.02
C (-0.52766, -2.31719, -5.16546)  -0.06
C (0.10879, -2.02047, -3.93992)  -0.61
S (0.56910, -0.38224, -3.53073)  0.66
H (0.36390, -5.11809, -2.72290)  0.15
H (-0.67630, -5.68207, -4.86014)  0.13
H (-1.52092, -3.82299, -6.30203)  0.11
H (-0.73396, -1.50504, -5.82274)  0.10

4.
Here is 2 unconnected molecules or ions with the total composition C51H44N2O5 in a non-equilibrium geometry from OMol25. Energies are from the ωB97M-V functional and the def2-TZVPD basis.

Values from the calculation:
Relative energy (zero: lowest compared OMol25 entry of this formula, charge and spin): 0.0 kJ/mol
Kohn-Sham gap: 4.81 eV
HOMO level: -6.720 eV

Each line ends with the Löwdin charge.
Element x y z (Å)
C (3.26970, 0.39483, -2.36080)  -0.07
C (3.06682, -1.08223, -2.55252)  -0.21
O (1.64447, -1.34842, -2.46899)  -0.03
C (1.24157, -2.46943, -3.10676)  -0.45
C (-0.21096, -2.71656, -2.91600)  -0.06
C (-1.09067, -1.74523, -3.54091)  -0.38
C (-2.55333, -1.82961, -3.20737)  -0.14
C (-3.06382, -2.58349, -2.13635)  -0.04
C (-4.44200, -2.71621, -1.94819)  -0.08
C (-5.33605, -2.03789, -2.78608)  -0.09
C (-4.83361, -1.22790, -3.81548)  -0.09
C (-3.45757, -1.11141, -4.00964)  -0.02
O (-0.65983, -0.85070, -4.28303)  0.02
C (-0.60037, -4.13494, -3.03158)  -0.47
O (-1.69227, -4.54228, -3.41569)  0.06
O (0.38994, -4.98763, -2.69072)  -0.02
C (0.12611, -6.32856, -3.15867)  -0.23
C (1.37371, -7.12624, -2.89512)  -0.08
O (1.97967, -3.14375, -3.79906)  0.10
H (4.24400, 0.67010, -2.77487)  0.08
H (2.49522, 0.96503, -2.88232)  0.08
H (3.25561, 0.66372, -1.29936)  0.06
H (3.42226, -1.40347, -3.53644)  0.12
H (3.55788, -1.67572, -1.77003)  0.13
H (-2.38094, -3.08305, -1.44996)  0.10
H (-4.80185, -3.35962, -1.14456)  0.10
H (-6.41158, -2.14321, -2.63777)  0.10
H (-5.50966, -0.68475, -4.47660)  0.10
H (-3.05648, -0.48429, -4.80833)  0.11
H (-0.74684, -6.73750, -2.63120)  0.12
H (-0.08406, -6.29853, -4.23841)  0.13
H (1.27978, -8.11301, -3.35249)  0.07
H (2.24150, -6.62299, -3.32980)  0.08
H (1.54568, -7.26107, -1.82316)  0.07
C (6.34212, -2.62743, 3.83175)  -0.08
C (5.49864, -3.71510, 3.57068)  -0.07
C (4.11900, -3.56156, 3.67434)  0.00
C (3.58956, -2.32757, 4.07346)  -0.22
N (2.17072, -2.17950, 4.14309)  -0.04
C (1.55835, -2.22358, 5.42406)  -0.22
C (1.42003, -1.04541, 6.16804)  -0.01
C (1.04479, -1.12135, 7.50945)  -0.08
C (0.73937, -2.36066, 8.08492)  -0.09
C (0.82175, -3.52879, 7.31737)  -0.08
C (1.24006, -3.46296, 5.98818)  -0.01
C (1.47620, -1.73835, 3.00531)  -0.19
C (0.43592, -2.52616, 2.48031)  0.02
C (-0.09329, -2.21866, 1.23836)  0.03
C (0.24727, -0.99613, 0.60190)  -0.20
C (-0.39583, -0.59177, -0.60785)  0.13
C (-0.90581, 0.73104, -0.76488)  -0.17
C (-0.99615, 1.36158, -2.03433)  0.04
C (-1.42350, 2.66593, -2.14769)  0.02
C (-1.79429, 3.40531, -1.00351)  -0.16
N (-2.10050, 4.74684, -1.14016)  0.01
C (-2.43271, 5.59073, -0.04121)  -0.23
C (-1.47133, 6.50129, 0.41661)  -0.01
C (-1.83700, 7.50635, 1.31139)  -0.07
C (-3.16919, 7.62121, 1.72797)  -0.08
C (-4.12343, 6.69855, 1.28353)  -0.07
C (-3.75110, 5.65560, 0.43207)  -0.01
C (-1.76348, 5.42874, -2.35547)  -0.25
C (-2.79025, 5.86235, -3.20298)  0.00
C (-2.46850, 6.45524, -4.42435)  -0.07
C (-1.12847, 6.68120, -4.76136)  -0.08
C (-0.11377, 6.34772, -3.85795)  -0.07
C (-0.42713, 5.70984, -2.65585)  -0.03
C (-1.81440, 2.77397, 0.25880)  0.01
C (-1.34934, 1.47745, 0.37467)  0.01
C (1.22165, -0.15443, 1.21184)  0.00
C (1.88050, -0.56440, 2.35570)  0.01
C (4.42542, -1.26316, 4.40884)  -0.03
C (5.80734, -1.40943, 4.26920)  -0.07
H (7.41895, -2.73266, 3.70060)  0.10
H (5.91089, -4.68164, 3.27511)  0.11
H (3.42504, -4.37630, 3.44994)  0.12
H (1.65394, -0.09169, 5.68764)  0.11
H (0.99341, -0.20742, 8.10256)  0.10
H (0.42973, -2.41523, 9.12987)  0.10
H (0.57002, -4.49701, 7.75093)  0.10
H (1.34429, -4.35557, 5.36778)  0.12
H (0.11154, -3.40401, 3.03846)  0.12
H (-0.82140, -2.87158, 0.75794)  0.12
H (-0.58198, -1.33477, -1.36493)  0.08
H (-0.69126, 0.82271, -2.92903)  0.11
H (-1.45397, 3.14539, -3.12637)  0.13
H (-0.44817, 6.41585, 0.04435)  0.11
H (-1.07480, 8.20231, 1.66400)  0.11
H (-3.46279, 8.43130, 2.39915)  0.11
H (-5.16571, 6.79250, 1.59396)  0.11
H (-4.47415, 4.91438, 0.08215)  0.12
H (-3.82784, 5.69602, -2.90162)  0.12
H (-3.26661, 6.72943, -5.11493)  0.11
H (-0.87596, 7.12092, -5.72822)  0.11
H (0.92985, 6.56668, -4.08878)  0.11
H (0.34909, 5.42511, -1.94041)  0.12
H (-2.15598, 3.32235, 1.13572)  0.12
H (-1.31624, 0.99290, 1.35082)  0.13
H (1.46423, 0.80462, 0.74722)  0.12
H (2.69059, 0.02464, 2.78724)  0.11
H (3.97741, -0.32480, 4.74673)  0.11
H (6.45660, -0.56289, 4.49612)  0.10